[1]
Computed, not measured: C41H37N13O2PbS as an isolated structure, with ωB97M-V/def2-TZVPD.

Each line ends with the Mulliken charge.
Element x y z (Å)
Pb -0.456 -0.446 0.501  2.4941
C 0.757 -2.901 4.520  -0.6350
C 0.426 -2.597 3.206  -0.3912
N 0.825 -1.461 2.653  0.2197
C 1.540 -0.603 3.383  0.0561
C 1.764 -0.874 4.731  -0.1005
N 1.388 -2.020 5.285  -0.5988
C 2.105 0.580 2.668  0.0974
C 2.990 1.446 3.291  -0.7012
C 3.572 2.485 2.570  0.8208
C 3.266 2.560 1.215  -1.0185
C 2.345 1.681 0.662  -0.2824
N 1.754 0.729 1.386  0.1636
C 2.026 1.720 -0.795  0.2373
C 2.384 2.795 -1.605  -0.3456
N 2.239 2.767 -2.924  -0.6234
C 1.719 1.669 -3.452  -0.7738
C 1.261 0.635 -2.647  -0.1261
N 1.405 0.661 -1.329  0.3156
C 4.472 3.470 3.223  0.7086
C 5.115 3.190 4.424  -0.4900
C 5.878 4.178 5.027  -0.4349
N 6.042 5.393 4.514  -0.5645
C 5.456 5.651 3.350  -0.4324
C 4.665 4.733 2.674  -0.6229
H 0.505 -3.853 4.970  0.4298
H -0.173 -3.254 2.586  0.5583
H 2.244 -0.165 5.394  0.4798
H 3.230 1.309 4.334  0.1406
H 3.777 3.269 0.583  0.7254
H 2.782 3.712 -1.190  0.5371
H 1.649 1.621 -4.532  0.4837
H 0.761 -0.227 -3.074  0.4356
H 5.065 2.212 4.884  0.3972
H 6.381 3.985 5.968  0.3795
H 5.620 6.640 2.939  0.3828
H 4.195 5.028 1.745  0.4472
N -2.951 -1.926 -3.360  0.2816
C -2.584 -1.733 -2.091  -0.9160
N -2.125 -0.614 -1.623  0.1774
C -2.000 0.484 -2.463  -0.2123
N -1.677 1.661 -2.020  -1.4724
N -1.375 1.671 -0.684  1.5118
C -1.392 2.785 -0.076  -1.4125
C -1.155 2.804 1.382  1.2869
C -1.015 4.002 2.066  -1.0977
C -0.898 3.976 3.449  -0.6098
C -0.958 2.759 4.106  -1.0756
C -1.081 1.605 3.345  -0.3762
N -1.153 1.619 2.018  0.6845
C -2.254 0.302 -3.888  0.8472
C -2.023 1.308 -4.833  -0.3278
C -2.307 1.086 -6.162  -0.9818
C -2.830 -0.144 -6.571  -0.4989
C -3.057 -1.150 -5.657  -0.8764
C -2.763 -0.925 -4.315  0.0384
H -3.318 -2.820 -3.649  0.3199
H -2.663 -2.581 -1.419  0.4844
H -1.638 3.715 -0.588  0.4195
H -1.003 4.938 1.523  0.5781
H -0.781 4.897 4.005  0.4747
H -0.916 2.700 5.185  0.5185
H -1.129 0.627 3.812  0.4775
H -1.631 2.255 -4.488  0.5156
H -2.133 1.866 -6.891  0.4591
H -3.059 -0.311 -7.615  0.4403
H -3.460 -2.106 -5.970  0.4568
C -4.395 0.461 1.121  -0.5841
N -4.474 -0.496 2.211  -0.2107
C -3.508 -1.397 2.483  0.4283
N -3.753 -2.259 3.502  -0.4617
O -2.429 -1.437 1.866  -0.5057
H -4.724 1.440 1.465  0.3619
H -5.020 0.158 0.279  0.2971
H -3.364 0.531 0.791  -0.0621
H -5.344 -0.557 2.714  0.2004
H -4.645 -2.324 3.957  0.1622
H -3.086 -2.992 3.661  0.2144
C 2.235 -3.960 -1.578  -1.1963
S 0.788 -2.982 -1.987  0.6051
O 0.007 -2.861 -0.700  -0.8321
C -0.081 -4.174 -2.988  0.4084
C -0.840 -5.166 -2.385  -0.3834
C -1.512 -6.075 -3.189  -0.6630
C -1.421 -5.984 -4.574  -0.5084
C -0.669 -4.977 -5.165  -0.6857
C 0.002 -4.058 -4.369  -0.4443
H 1.914 -4.920 -1.178  0.3961
H 2.788 -3.395 -0.829  0.4099
H 2.836 -4.088 -2.478  0.4145
H -0.901 -5.218 -1.305  0.3976
H -2.102 -6.860 -2.736  0.4386
H -1.932 -6.708 -5.194  0.4371
H -0.605 -4.907 -6.242  0.4478
H 0.590 -3.266 -4.819  0.4340

The value obtained for the HOMO energy is -12.92 eV. The LUMO energy comes out at -5.4436 eV. The HOMO-LUMO gap comes out at 7.48 eV. As for the multiplicity: 1. The charge is +2.

***

[2]
Computed, not measured: a 5-piece molecular cluster, C23H48ClINO16S6 overall in a non-equilibrium geometry, with ωB97M-V/def2-TZVPD.

Each line ends with the Mulliken charge.
Element x y z (Å)
C 0.486 3.741 0.568  -1.6616
C 1.127 2.730 0.074  -0.8524
C 1.644 2.580 -1.358  1.3338
Cl 3.072 1.507 -1.145  -0.1078
C 0.448 2.029 -2.213  0.2821
S -0.934 1.164 -1.350  -0.1878
O 0.689 1.461 -3.447  -0.4989
C 1.155 0.094 -3.424  -0.6890
C 2.506 -0.062 -4.129  1.1534
C 3.469 -1.022 -3.358  -1.2641
O 2.282 -0.625 -5.417  -0.5706
N -0.146 3.349 -2.568  0.0741
C 0.653 4.334 -2.484  -1.2783
I 0.034 6.297 -2.880  0.3479
C 2.069 3.879 -2.080  1.6182
S 2.783 3.711 -3.765  -0.0510
C 2.763 4.955 -1.233  0.3160
C 4.279 4.870 -1.054  0.1340
O 4.772 5.684 -0.398  -0.4464
O 5.039 3.899 -1.620  -0.4383
H 0.184 4.609 -0.008  0.2738
H 0.187 3.730 1.605  0.4512
H 1.293 1.877 0.713  0.7484
H -0.259 0.319 -0.533  0.2048
H 1.309 -0.250 -2.404  0.2757
H 0.459 -0.593 -3.904  0.4824
H 2.995 0.905 -4.254  -0.3686
H 4.367 -0.452 -3.108  0.3212
H 3.802 -1.831 -4.002  0.4116
H 3.039 -1.403 -2.434  0.2522
H 3.129 -0.895 -5.788  0.3481
H -1.116 3.449 -2.852  0.3208
H 3.176 4.971 -4.065  0.2544
H 2.346 5.035 -0.235  -1.0581
H 2.581 5.921 -1.707  0.4877
H 5.250 3.206 -0.980  0.3251
O 0.224 7.542 0.566  -0.6069
S 0.810 7.657 1.874  1.1971
O 0.111 7.194 3.029  -0.6378
O 1.263 9.161 2.101  -0.2502
C 0.288 10.206 1.903  -0.3182
C -0.672 10.320 3.071  -1.0010
C 2.424 6.946 1.864  -0.9283
H -0.246 10.052 0.964  0.2932
H 0.855 11.130 1.804  0.2865
H -1.316 9.443 3.140  0.2948
H -1.307 11.198 2.954  0.3978
H -0.126 10.397 4.011  0.2717
H 2.977 7.328 1.009  0.2630
H 2.305 5.866 1.787  0.2895
H 2.923 7.199 2.795  0.4937
O -0.139 -1.891 0.726  -0.5546
S 0.211 -3.269 0.938  1.2279
O 1.123 -3.936 0.065  -0.6492
O -1.121 -4.125 1.049  -0.2614
C -2.092 -4.021 -0.014  -0.4179
C -1.686 -4.812 -1.242  -0.8713
C 0.750 -3.480 2.601  -0.8906
H -2.272 -2.972 -0.257  0.2829
H -3.021 -4.422 0.389  0.2837
H -0.807 -4.375 -1.717  0.2868
H -2.494 -4.825 -1.972  0.4085
H -1.436 -5.835 -0.976  0.2368
H 0.032 -3.010 3.270  0.2211
H 1.723 -3.002 2.697  0.3716
H 0.838 -4.544 2.808  0.3601
O -2.154 -7.338 -2.804  -0.6127
S -1.335 -8.373 -3.361  1.2444
O -0.168 -8.056 -4.121  -0.6344
O -2.257 -9.360 -4.206  -0.2839
C -3.098 -8.795 -5.228  -0.3307
C -2.320 -8.446 -6.481  -0.9752
C -0.898 -9.515 -2.093  -0.9902
H -3.633 -7.927 -4.838  0.3025
H -3.842 -9.555 -5.459  0.2767
H -1.627 -7.624 -6.299  0.2871
H -3.000 -8.147 -7.279  0.3895
H -1.730 -9.299 -6.817  0.2658
H -1.794 -9.790 -1.543  0.3125
H -0.187 -9.017 -1.436  0.3785
H -0.437 -10.387 -2.551  0.3590
O -1.817 -3.261 7.548  -0.6532
S -2.508 -2.727 6.417  1.2042
O -1.799 -2.271 5.258  -0.5551
O -3.497 -1.577 6.905  -0.2774
C -2.951 -0.503 7.693  -0.3669
C -2.197 0.502 6.845  -0.9664
C -3.744 -3.872 5.904  -0.9577
H -2.321 -0.903 8.490  0.3361
H -3.802 -0.017 8.167  0.2729
H -1.290 0.065 6.429  0.2777
H -1.912 1.366 7.446  0.3884
H -2.811 0.837 6.008  0.2630
H -4.315 -4.185 6.774  0.3387
H -3.234 -4.725 5.459  0.3665
H -4.383 -3.392 5.168  0.3175

The value obtained for the HOMO energy is -12.17 eV. The LUMO energy comes out at -3.8337 eV. The HOMO-LUMO gap comes out at 8.34 eV. As for the multiplicity: 1. The charge is +1.

***

[3]
Computed, not measured: a 2-piece molecular cluster, C5H3NO overall in a non-equilibrium geometry, with ωB97M-V/def2-TZVPD.

Each line ends with the Mulliken charge.
Element x y z (Å)
C -2.070 0.961 -0.104  0.3292
C 0.855 0.467 0.392  -0.4331
C -1.213 -0.080 0.042  -0.2062
C -1.005 -1.325 -0.044  0.6758
C 1.795 -0.179 -0.236  -0.4412
N -2.695 1.914 -0.005  -0.3879
O -0.628 -2.421 0.098  -0.3585
H 0.761 1.408 0.777  0.3818
H 1.515 -1.127 -0.672  0.1606
H 2.685 0.381 -0.249  0.2795

The value obtained for the HOMO energy (spin up / spin down) is -7.05 / -10.28 eV. The LUMO energy (spin up / spin down) comes out at 0.5055 / -3.5272 eV. The HOMO-LUMO gap (spin up / spin down) comes out at 7.56 / 6.75 eV. As for the multiplicity: 3. The expectation value of S² is 2.03. The charge is 0.

***

[4]
Computed, not measured: C21H27N5O2 in the gas phase, with ωB97M-V/def2-TZVPD.

Each line ends with the Mulliken charge.
Element x y z (Å)
C -7.932 -0.767 1.211  -0.7596
C -6.955 -0.389 0.408  0.0228
C -5.881 -1.300 -0.105  -0.8768
N -4.554 -0.782 0.167  -0.1585
C -3.865 -0.124 -0.821  0.6516
O -4.220 -0.159 -1.986  -0.7164
N -2.742 0.548 -0.419  0.2386
C -2.186 0.437 0.917  -0.7954
H -1.969 -0.614 1.159  0.4351
H -2.907 0.815 1.653  0.6274
C -0.910 1.259 1.039  -1.7044
H -1.133 2.308 0.844  0.5729
H -0.513 1.172 2.051  0.3975
C 0.160 0.798 0.041  0.6966
N 1.115 1.866 -0.141  1.3163
C 2.421 1.925 0.202  0.3350
C 2.897 3.151 -0.226  -1.0103
C 1.786 3.770 -0.805  -0.4493
N 0.727 2.989 -0.741  -1.1823
H 1.719 4.739 -1.256  0.4651
H 3.892 3.533 -0.124  0.4601
N 3.136 0.901 0.827  0.0860
C 2.787 0.234 1.964  0.4186
O 1.744 0.415 2.553  -0.5922
C 3.820 -0.792 2.391  -0.8580
H 3.676 -0.996 3.452  0.4146
H 4.827 -0.400 2.237  0.3948
C 3.636 -2.099 1.595  -1.1572
C 3.738 -1.862 0.114  0.3280
C 4.962 -1.537 -0.462  -0.2138
C 5.052 -1.248 -1.812  -0.5609
C 3.917 -1.279 -2.606  -0.5472
C 2.698 -1.617 -2.046  -0.5382
C 2.612 -1.908 -0.695  -0.0972
H 1.659 -2.181 -0.264  0.3723
H 1.812 -1.656 -2.661  0.4181
H 3.986 -1.048 -3.658  0.4145
H 6.009 -0.998 -2.246  0.4058
H 5.852 -1.517 0.152  0.3989
H 2.659 -2.523 1.836  0.3748
H 4.404 -2.807 1.915  0.3856
H 4.066 0.752 0.462  0.3047
C -0.478 0.417 -1.306  -0.7055
C -1.853 1.058 -1.446  -1.4671
H -2.307 0.807 -2.406  0.5101
H -1.762 2.145 -1.370  0.3704
H -0.586 -0.668 -1.367  0.3264
H 0.165 0.745 -2.122  0.5704
H 0.706 -0.055 0.449  -0.0992
H -4.371 -0.551 1.129  0.2474
H -5.976 -2.296 0.338  0.3378
H -5.953 -1.379 -1.195  0.3794
H -6.873 0.637 0.076  0.2928
H -8.688 -0.081 1.554  0.2591
H -8.025 -1.787 1.547  0.2601

The value obtained for the HOMO energy is -8.73 eV. The LUMO energy comes out at 0.5764 eV. The HOMO-LUMO gap comes out at 9.31 eV. As for the multiplicity: 1. The charge is 0.

***

[5]
Computed, not measured: an isolated ion of composition C2H2F3N4O3S and charge +1 in a non-equilibrium geometry, with ωB97M-V/def2-TZVPD.

Each line ends with the Mulliken charge.
Element x y z (Å)
O 1.784 -0.647 2.309  -0.4585
S 1.319 -0.910 0.823  0.8891
O 1.436 -2.441 0.613  -0.4509
C -0.482 -0.367 0.694  0.2672
N -1.544 -0.233 1.770  -0.0684
N -2.710 0.252 1.143  -0.2199
N -2.423 0.389 -0.206  0.6091
O -3.168 0.811 -1.252  -0.4095
N -1.139 0.034 -0.608  -0.0713
C 2.407 0.121 -0.316  0.6599
F 1.675 0.725 -1.471  -0.2262
F 2.932 1.252 0.522  -0.1611
F 3.468 -0.741 -0.889  -0.1384
H -2.756 1.689 -1.537  0.4280
H -0.800 0.067 -1.595  0.3508

The value obtained for the HOMO energy is -15.62 eV. The LUMO energy comes out at -7.1443 eV. The HOMO-LUMO gap comes out at 8.48 eV. As for the multiplicity: 1. The charge is +1.

***

[6]
Computed, not measured: C4H4ORh as an isolated structure in a non-equilibrium geometry, with ωB97M-V/def2-TZVPD.

Each line ends with the Mulliken charge.
Element x y z (Å)
O 0.453 -2.050 -0.040  -0.5841
C 0.599 -1.003 -0.685  0.2341
C 1.152 0.233 -0.182  -0.0969
C 0.353 1.293 0.046  -0.1429
C -0.723 1.796 0.569  -0.4299
H -0.078 -0.849 -1.550  0.3295
H 2.093 0.147 0.369  0.3551
H -1.157 2.738 0.231  0.3075
Rh -1.194 -3.244 0.261  0.8562
H -1.497 0.938 0.981  0.1715

The value obtained for the HOMO energy (spin up / spin down) is -10.84 / -14.37 eV. The LUMO energy (spin up / spin down) comes out at -5.4678 / -6.9833 eV. The HOMO-LUMO gap (spin up / spin down) comes out at 5.37 / 7.39 eV. As for the multiplicity: 5. The expectation value of S² is 6.02. The charge is +1.

***

In Eh, the E_tot values for the records above are, in order, -3037.579630; -5310.415891; -322.060235; -1240.708738; -1219.264717; -340.022790.